<1>
Here is one molecule with the formula C8H14N2O6 from OMol25. Energies are from ωB97M-V/def2-TZVPD.

```
! RIJCOSX wB97M-V def2-TZVPD def2/J DEFGRID3
* xyz 0 1
O -4.782 0.489 0.038
O 0.063 0.433 1.463
O -2.540 2.071 0.117
O -0.676 1.963 -1.033
O 3.970 -0.462 -0.383
O -4.785 -1.769 -0.125
N 1.843 -2.027 -0.442
N -0.444 -0.641 -0.435
C -1.687 1.378 -0.417
C 2.729 0.171 -0.244
C -4.197 -0.733 0.117
C 1.812 -0.848 0.400
C -1.787 -0.134 -0.498
C 0.397 -0.313 0.546
C 2.856 1.425 0.585
C -2.712 -0.799 0.521
H 4.641 0.159 -0.747
H -2.506 -0.396 1.513
H -0.075 -1.135 -1.266
H 2.173 -1.032 1.426
H 1.449 -2.870 -0.059
H 3.373 2.206 0.060
H 2.770 -2.205 -0.813
H 2.320 0.422 -1.221
H -2.143 -0.463 -1.491
H -4.167 1.210 0.120
H -0.604 2.844 -0.631
H 3.381 1.188 1.513
H 1.860 1.758 0.825
H -2.533 -1.890 0.561
*
```

- SMILES: C[C@@H](O)[C@H](N)C(=O)N[C@@H](CC(=O)O)C(=O)O
- HOMO: -9.84 eV
- E_LUMO: 0.0148 hartree
- Molecular weight: 234.21 g mol⁻¹
- Frontier orbital gap: 0.376 Eh

Here are the natural (NBO) charges for atoms 1 to 8, given in e: atom 1 (O): -0.69, atom 2 (O): -0.65, atom 3 (O): -0.63, atom 4 (O): -0.67, atom 5 (O): -0.73, atom 6 (O): -0.57, atom 7 (N): -0.87, atom 8 (N): -0.61


<2>
Here is C8H14N2O6 as an isolated structure from OMol25. Energies are from ωB97M-V/def2-TZVPD.

```
! RIJCOSX wB97M-V def2-TZVPD def2/J DEFGRID3
* xyz 0 1
O 0.070 0.958 -3.775
O 1.859 0.463 0.491
O 2.902 -1.867 -1.130
O -2.733 -0.011 4.785
O 1.296 -0.778 -4.654
O -2.437 -1.950 3.591
N -1.343 1.617 0.235
N 0.516 0.317 -1.399
C 0.673 0.421 -0.076
C 1.614 -0.002 -2.326
C 2.071 -1.561 -2.304
C -0.254 1.061 0.942
C -1.255 0.204 3.045
C 0.955 0.103 -3.744
C -2.306 -0.790 3.769
C -0.472 -0.164 1.899
H -3.422 -0.433 5.425
H 0.966 -2.226 -2.428
H -0.664 0.807 3.713
H 2.395 0.855 -2.312
H -0.620 0.071 -1.959
H 0.567 -0.749 2.183
H -0.703 0.651 -4.558
H -1.849 0.773 -0.248
H -1.968 1.161 2.705
H 2.653 -1.572 -3.458
H 0.592 1.935 1.374
H -1.032 2.464 -0.284
H 2.788 -0.833 -0.628
H -0.858 -0.925 1.128
*
```

- HOMO: -9.17 eV
- E_LUMO: -0.0229 hartree
- Molecular weight: 234.21 g mol⁻¹
- Frontier orbital gap: 0.314 Eh

Here are the natural (NBO) charges for atoms 1 to 8, given in e: atom 1 (O): -0.64, atom 2 (O): -0.70, atom 3 (O): -0.76, atom 4 (O): -0.71, atom 5 (O): -0.63, atom 6 (O): -0.57, atom 7 (N): -0.87, atom 8 (N): -0.62


Decreasing stability: <1>, <2>